A structure of composition C5H4O2 in a non-equilibrium geometry. Source: the Open Molecules 2025 dataset; level of theory: wB97M-V/def2-TZVPD.

The geometry in XYZ format:
```
11
Properties=species:S:1:pos:R:3:forces:R:3
C -1.7527 1.5858 0.5933 -0.668 0.680 -0.154
C -0.8783 1.0081 0.0222 1.360 -0.048 0.702
C 2.2764 0.3403 0.0726 -1.274 -1.723 2.460
C 1.1992 -0.7661 0.0708 -2.116 4.055 2.065
C 0.3712 0.5190 -0.5386 -1.695 -3.458 -2.195
O 3.3752 0.3604 0.4685 1.893 0.515 -0.079
O 1.5017 1.3181 -0.3810 0.466 2.246 -0.684
H -2.5235 2.2545 0.9080 -0.036 -0.355 0.181
H 1.5716 -1.3534 -0.6586 0.266 -2.902 -2.327
H 0.7679 -1.2148 1.0208 1.059 0.543 -1.312
H 0.1184 0.3138 -1.6433 0.745 0.447 1.343
```
Positions in Å, forces in eV/Å.

Output
multiplicity = 1
energy relative to the best compared isomer or geometry (same formula, charge and spin) = 63.8 kcal per mole
frontier orbital gap = 0.409 hartree
DFT total energy = -343.2907 Eh

Here are the natural (NBO) charges for atoms 1 to 8, given in e: -0.168 -0.070 0.797 -0.516 0.024 -0.529 -0.463 0.240